[1]
Molecular formula: C5H11NO
Method: DFT, wB97M-V/def2-TZVPD

CARTESIAN COORDINATES (ANGSTROEM)
C (1.3722, 0.2952, 1.7239)
C (0.5028, -0.6517, 1.3726)
N (-0.2193, -0.6493, 0.1623)
C (-1.6628, -0.8094, 0.1951)
C (-1.0507, 0.4952, -0.1744)
C (-1.0020, 1.0033, -1.5909)
H (1.5488, 1.1610, 1.0900)
H (1.9446, 0.2103, 2.6413)
H (0.3489, -1.5418, 1.9810)
H (-2.0782, -1.4535, -0.5776)
H (-2.1384, -0.8905, 1.1719)
H (-1.0963, 1.2624, 0.6006)
H (-0.0811, 1.5707, -1.7621)
H (-1.8574, 1.6559, -1.7959)
H (-1.0245, 0.1705, -2.3011)
O (2.3776, -0.4698, -1.2298)
H (2.6783, -0.6570, -0.3318)
H (1.4375, -0.7015, -1.1750)

Properties
- 2S+1 = 1
- SMILES string = C=CN1C[C@@H]1C.O
- E (eV) = -8899.3872
- lowest unoccupied orbital energy (eV) = 1.007
- Kohn-Sham gap (eV) = 9.96
- ΔE to the lowest compared entry with this formula, charge and spin (kJ/mol) = 222.9



[2]
Molecular formula: C5H11NO
Method: DFT, wB97M-V/def2-TZVPD

CARTESIAN COORDINATES (ANGSTROEM)
C (2.2984, -0.8471, 0.5534)
N (1.8791, -0.4212, -0.7891)
C (0.5064, 0.0935, -0.8536)
C (-0.5805, 0.1739, 0.3035)
C (-0.9302, 1.6619, 0.4321)
C (-1.8226, -0.5605, -0.3549)
O (0.0037, 0.5275, -2.0401)
H (1.6251, -1.4693, 1.2515)
H (2.7055, -0.0548, 1.1969)
H (3.2322, -1.4845, 0.4277)
H (0.7512, -1.0350, -0.9903)
H (-0.3896, -0.3826, 1.2601)
H (-0.8618, 2.1536, -0.5653)
H (-2.0227, 1.6922, 0.6033)
H (-0.1748, 2.0631, 1.1609)
H (-1.7577, -0.3711, -1.4216)
H (-2.7050, -0.1233, 0.0604)
H (-1.7567, -1.6163, -0.2351)

Properties
- 2S+1 = 1
- E (eV) = -8896.2991
- lowest unoccupied orbital energy (eV) = -0.171
- Kohn-Sham gap (eV) = 9.48
- ΔE to the lowest compared entry with this formula, charge and spin (kJ/mol) = 520.9



[3]
Molecular formula: C5H11NO
Method: DFT, wB97M-V/def2-TZVPD

CARTESIAN COORDINATES (ANGSTROEM)
C (1.2675, -0.8572, -1.9612)
C (0.7317, -1.5116, -0.8464)
N (-0.1999, -0.2946, 0.3290)
C (-1.3849, -0.7370, 1.0231)
C (0.1781, 0.9427, 0.3161)
O (1.1124, 1.3364, -0.4998)
C (-0.3746, 2.0203, 1.2187)
H (0.7022, -0.8576, -2.8900)
H (2.3509, -0.8235, -2.0590)
H (1.2302, 0.5218, -1.2349)
H (1.4207, -1.8301, -0.0646)
H (-0.1457, -2.1527, -0.9263)
H (-1.1944, -1.6813, 1.5450)
H (-1.7453, -0.0101, 1.7596)
H (-2.1981, -0.9110, 0.3054)
H (0.2966, 2.8785, 1.1657)
H (-0.4388, 1.6734, 2.2542)
H (-1.3738, 2.3308, 0.8973)

Properties
- 2S+1 = 1
- E (eV) = -8898.5661
- lowest unoccupied orbital energy (eV) = 0.855
- Kohn-Sham gap (eV) = 8.31
- ΔE to the lowest compared entry with this formula, charge and spin (kJ/mol) = 302.1